(1)
This record from OMol25 describes a single C21H20N6OS molecule in a non-equilibrium geometry. The level of theory is wB97M-V/def2-TZVPD.

Geometry (Å):
1 C -3.6601 5.2472 -1.3412
2 C -2.6370 4.2450 -0.8183
3 N -1.7656 3.7219 -1.6305
4 C -0.9482 2.8315 -0.9643
5 C 0.0535 2.0069 -1.7403
6 N 0.7356 1.0072 -0.9231
7 C 2.0558 1.0975 -0.4660
8 C 2.4052 -0.0269 0.2217
9 C 3.7224 -0.3437 0.8259
10 C 4.1303 -1.5868 1.3771
11 N 5.3568 -1.5064 1.8100
12 N 5.8287 -0.2751 1.4831
13 C 7.2850 0.0561 1.5817
14 C 4.8124 0.4768 0.8904
15 C 1.1943 -0.8276 0.2783
16 N 0.9903 -2.0276 0.8315
17 C -0.2492 -2.5531 0.7095
18 C -1.3221 -1.9367 0.0269
19 C -2.6424 -2.5123 0.0097
20 C -3.8880 -1.9367 0.4616
21 C -4.0736 -0.4467 0.7501
22 N -4.8777 -2.7843 0.4018
23 O -4.3408 -4.0207 -0.0134
24 C -3.0172 -3.8110 -0.2696
25 C -2.1152 -4.8381 -0.9495
26 C -1.0805 -0.6722 -0.5521
27 C 0.2046 -0.1703 -0.4456
28 C -1.1749 2.7743 0.4239
29 S -2.5258 3.7732 0.8828
30 H -4.6797 4.8688 -1.1872
31 H -3.5305 6.1344 -0.7654
32 H -3.5341 5.4693 -2.4054
33 H 0.7850 2.6827 -2.1856
34 H -0.4467 1.4553 -2.5697
35 H 2.7255 1.9195 -0.7250
36 H 3.4720 -2.4393 1.4838
37 H 7.5770 0.3983 2.5870
38 H 7.4351 0.8996 0.9164
39 H 7.9022 -0.7917 1.3119
40 H 4.8513 1.5367 0.5855
41 H -0.4841 -3.5406 1.1487
42 H -5.0333 -0.2496 1.2296
43 H -3.2788 -0.0692 1.3696
44 H -4.1315 0.0766 -0.2141
45 H -1.7578 -5.5900 -0.2038
46 H -2.6507 -5.3480 -1.7480
47 H -1.2635 -4.3306 -1.3965
48 H -1.8471 -0.1674 -1.1327
49 H -0.5669 2.1241 1.0489

The charge is 0. The frontier orbital gap comes out at 8.17 eV. Its molar mass is 404.5 g mol⁻¹. Its SMILES is Cc1nc(Cn2cc(-c3cnn(C)c3)c3ncc(-c4c(C)noc4C)cc32)cs1. Its energy above the lowest of the compared OMol25 structures with the same formula, charge and spin is 3.2 kcal/mol.

(2)
This record from OMol25 describes a single C21H20O9 molecule. The level of theory is wB97M-V/def2-TZVPD.

Geometry (Å):
1 O 1.7563 -0.2103 -3.7529
2 C 1.8265 -0.0238 -2.5509
3 C 3.0793 -0.0562 -1.7762
4 C 4.3536 -0.3330 -2.4525
5 C 5.3119 -1.1475 -1.8542
6 C 6.5116 -1.4097 -2.4856
7 C 6.7787 -0.8594 -3.7343
8 O 7.9470 -1.0872 -4.3901
9 C 5.8240 -0.0495 -4.3421
10 C 4.6263 0.2062 -3.7091
11 C 3.0395 0.1584 -0.4441
12 O 1.9426 0.4015 0.2892
13 C 0.7482 0.4445 -0.3461
14 C -0.3787 0.6973 0.4385
15 C -1.6215 0.7563 -0.1629
16 O -2.7927 0.9986 0.4996
17 C -2.7524 1.3395 1.8621
18 O -2.2896 0.3003 2.6739
19 C -3.1029 -0.8600 2.6293
20 C -2.4304 -1.9250 3.5064
21 O -2.9550 -3.2044 3.2846
22 C -4.5320 -0.5606 3.0960
23 O -4.5064 -0.1831 4.4580
24 C -5.1336 0.5761 2.2368
25 O -6.3847 0.9607 2.7512
26 C -4.1755 1.7815 2.2491
27 O -4.1886 2.3909 3.5106
28 C -1.7459 0.5515 -1.5458
29 C -0.6335 0.3007 -2.3051
30 C 0.6391 0.2443 -1.7239
31 H 5.1093 -1.6002 -0.8947
32 H 7.2447 -2.0500 -2.0118
33 H 8.5105 -1.6694 -3.8661
34 H 6.0413 0.3675 -5.3123
35 H 3.8929 0.8310 -4.1915
36 H 3.9291 0.1683 0.1711
37 H -0.2483 0.8233 1.5004
38 H -2.0545 2.1720 2.0392
39 H -3.1598 -1.2254 1.5901
40 H -2.6162 -1.6917 4.5555
41 H -1.3499 -1.8881 3.3185
42 H -2.7500 -3.4834 2.3847
43 H -5.1337 -1.4714 2.9710
44 H -5.4240 -0.0665 4.7360
45 H -5.2781 0.2211 1.2116
46 H -6.2328 1.7386 3.3109
47 H -4.5152 2.5363 1.5326
48 H -3.8806 1.7279 4.1551
49 H -2.7296 0.6011 -1.9834
50 H -0.7035 0.1418 -3.3702

The charge is 0. The frontier orbital gap comes out at 8.47 eV. Its molar mass is 416.4 g mol⁻¹. Its SMILES is O=c1c(-c2ccc(O)cc2)coc2cc(O[C@@H]3O[C@@H](CO)[C@@H](O)[C@@H](O)[C@H]3O)ccc12. Its energy above the lowest of the compared OMol25 structures with the same formula, charge and spin is 0.0 kcal/mol.

(3)
This record from OMol25 describes a molecular structure, C21H21CdN5O8S4 in a non-equilibrium geometry. The level of theory is wB97M-V/def2-TZVPD.

Geometry (Å):
1 Cd -0.1881 1.2951 0.0556
2 N 1.1341 3.5575 -3.2591
3 C 1.0074 3.0797 -1.9737
4 S -0.4073 3.5780 -1.1257
5 N 2.0042 2.4138 -1.4728
6 N 1.8066 1.9797 -0.1980
7 C 2.7929 1.9009 0.6174
8 C 2.6552 1.6619 2.0234
9 C 3.8330 1.7006 2.7825
10 C 3.8347 1.7059 4.1582
11 C 2.6114 1.6721 4.8294
12 C 1.4406 1.6055 4.1261
13 C 1.3833 1.5808 2.6984
14 O 0.2353 1.5486 2.1427
15 H 0.2593 3.8168 -3.6895
16 H 1.7728 3.0394 -3.8434
17 H 3.7957 2.1493 0.2473
18 H 4.7796 1.7464 2.2536
19 H 4.7652 1.7706 4.7104
20 H 2.5925 1.7039 5.9159
21 H 0.4924 1.5851 4.6466
22 C -2.2155 -1.9192 0.1975
23 C -1.0924 -2.9514 0.1658
24 S 0.4589 -2.4235 0.9753
25 C 0.4936 -3.6408 2.3929
26 C 0.7852 -2.9983 3.7416
27 S 0.1078 -1.3264 4.0194
28 C -1.6789 -1.6014 4.2520
29 C -2.4621 -2.0265 3.0214
30 S -2.3033 -0.8156 1.6434
31 H -3.1848 -2.4177 0.0837
32 H -2.0873 -1.1962 -0.6071
33 H -0.8172 -3.1419 -0.8733
34 H -1.4073 -3.8927 0.6186
35 H 1.2854 -4.3586 2.1710
36 H -0.4508 -4.1790 2.4176
37 H 1.8565 -2.8260 3.8443
38 H 0.4536 -3.6396 4.5642
39 H -2.0274 -0.6248 4.5915
40 H -1.8122 -2.3310 5.0562
41 H -3.5239 -2.0944 3.2785
42 H -2.1274 -2.9925 2.6575
43 O 0.4873 -2.3259 -2.4781
44 C 0.1933 -1.1921 -2.0944
45 O 0.4010 -0.7252 -0.9413
46 C -0.5096 -0.2879 -3.1165
47 C -0.2844 -0.5331 -4.4367
48 C -0.9111 0.2233 -5.4512
49 C -1.7280 1.2919 -5.0874
50 C -2.0082 1.5327 -3.7596
51 C -1.4632 0.7146 -2.6843
52 O -1.8134 0.8654 -1.4973
53 N -2.8693 2.6231 -3.4603
54 O -2.8569 3.5725 -4.2419
55 O -3.6057 2.5655 -2.4955
56 N -0.7392 -0.1015 -6.7977
57 O -1.3016 0.5894 -7.6530
58 O -0.0408 -1.0698 -7.0989
59 H 0.3763 -1.3440 -4.7064
60 H -2.1779 1.9073 -5.8569

The charge is -2. The frontier orbital gap comes out at 6.12 eV. Its molar mass is 712.1 g mol⁻¹. Its energy above the lowest of the compared OMol25 structures with the same formula, charge and spin is 21.0 kcal/mol.

Look up the frontier orbital gap of the second one.
8.47 eV

Which value of charge does entry 3 give?
-2

Which of these has the lowest charge?
C21H21CdN5O8S4